{
  "formula": "C25H26N7O2ReS",
  "method": "the ωB97M-V functional and the def2-TZVPD basis",
  "spin_multiplicity": 2,
  "e_tot_ha": -1977.57307,
  "total_charge": 3,
  "species": ["Re", "O", "C", "O", "C", "C", "C", "N", "C", "C", "C", "C", "C", "C", "C", "N", "C", "C", "C", "C", "C", "N", "H", "H", "H", "H", "H", "H", "H", "H", "H", "H", "N", "C", "N", "C", "C", "C", "C", "C", "H", "H", "H", "H", "H", "H", "H", "H", "H", "H", "S", "C", "N", "C", "C", "N", "H", "H", "H", "H", "H", "H"],
  "positions_angstrom": [[-0.32, 0.39, 0.05], [-4.50, -5.86, -1.10], [-4.51, -5.90, 0.04], [-4.50, -5.88, 1.19], [-2.88, -3.54, 0.04], [-2.54, -3.04, 1.25], [-1.71, -1.92, 1.23], [-1.30, -1.41, 0.05], [-1.69, -1.91, -1.14], [-2.53, -3.03, -1.17], [-1.25, -1.15, -2.31], [-1.61, -1.48, -3.61], [-1.28, -0.61, -4.65], [-0.54, 0.53, -4.36], [-0.17, 0.76, -3.04], [-0.52, -0.04, -2.04], [-1.28, -1.14, 2.40], [-1.62, -1.49, 3.70], [-1.29, -0.63, 4.74], [-0.56, 0.51, 4.45], [-0.20, 0.77, 3.13], [-0.57, -0.02, 2.12], [-2.90, -3.47, 2.17], [-2.89, -3.45, -2.10], [-2.16, -2.38, -3.82], [-1.60, -0.82, -5.66], [-0.28, 1.24, -5.13], [0.42, 1.63, -2.77], [-2.15, -2.40, 3.90], [-1.60, -0.85, 5.75], [-0.27, 1.21, 5.23], [0.39, 1.63, 2.87], [1.59, 0.06, 0.09], [2.77, -0.03, 0.04], [4.04, -0.07, 0.03], [4.82, -0.34, 1.23], [5.82, -1.48, 0.97], [6.68, -1.15, -0.23], [5.81, -0.92, -1.45], [4.81, 0.21, -1.18], [4.15, -0.58, 2.05], [5.38, 0.56, 1.48], [5.28, -2.41, 0.81], [6.42, -1.59, 1.87], [7.37, -1.98, -0.42], [7.31, -0.28, -0.04], [5.27, -1.84, -1.70], [6.40, -0.64, -2.32], [4.13, 0.35, -2.02], [5.37, 1.13, -1.01], [-1.78, 2.21, -0.35], [-2.82, 3.52, 0.00], [-2.61, 4.55, 0.80], [-3.65, 5.57, 0.63], [-4.57, 4.95, -0.45], [-3.93, 3.66, -0.70], [-1.84, 4.68, 1.43], [-3.20, 6.51, 0.30], [-4.17, 5.75, 1.57], [-4.59, 5.53, -1.37], [-5.59, 4.80, -0.10], [-4.27, 3.01, -1.38]],
  "nbo_charge": [1.1358, -0.5074, 1.0245, -0.5062, 0.3277, -0.3261, 0.3225, -0.5134, 0.3098, -0.3232, 0.1105, -0.1736, -0.1018, -0.2050, 0.0963, -0.4880, 0.0963, -0.1677, -0.1151, -0.1975, 0.0780, -0.4563, 0.2787, 0.2772, 0.2500, 0.2647, 0.2650, 0.2231, 0.2488, 0.2646, 0.2630, 0.2184, -0.5462, 0.6787, -0.3525, -0.2165, -0.4100, -0.4128, -0.4097, -0.2159, 0.2261, 0.2295, 0.2138, 0.2530, 0.2509, 0.2177, 0.2132, 0.2524, 0.2238, 0.2302, -0.1060, 0.3662, -0.5216, -0.2352, -0.2342, -0.5204, 0.4439, 0.2409, 0.2407, 0.2389, 0.2426, 0.4449]
}

{
  "formula": "C25H26NOPSTc",
  "method": "the ωB97M-V functional and the def2-TZVPD basis",
  "spin_multiplicity": 2,
  "e_tot_ha": -1917.98005,
  "total_charge": 2,
  "species": ["Tc", "C", "C", "C", "C", "C", "C", "C", "P", "C", "C", "C", "C", "C", "C", "C", "C", "C", "C", "C", "C", "C", "C", "H", "H", "H", "H", "H", "H", "H", "H", "H", "H", "H", "H", "H", "H", "H", "H", "H", "H", "H", "H", "S", "C", "N", "C", "C", "C", "O", "H", "H", "H", "H", "H", "H"],
  "positions_angstrom": [[0.10, -0.49, 0.24], [0.00, -2.85, -3.18], [-0.93, -3.83, -2.51], [-1.11, -5.10, -3.02], [-1.97, -6.01, -2.41], [-2.66, -5.67, -1.26], [-2.50, -4.40, -0.72], [-1.64, -3.49, -1.34], [-1.49, -1.86, -0.67], [-1.77, -1.74, 1.10], [-2.86, -0.95, 1.57], [-3.28, -1.04, 2.87], [-2.64, -1.93, 3.73], [-1.59, -2.72, 3.29], [-1.13, -2.66, 1.99], [-0.03, -3.59, 1.56], [-2.37, -0.59, -1.55], [-3.27, -0.92, -2.56], [-3.89, 0.09, -3.28], [-3.58, 1.42, -3.00], [-2.66, 1.75, -2.02], [-2.04, 0.76, -1.26], [-1.08, 1.13, -0.17], [0.42, -3.27, -4.09], [0.83, -2.59, -2.52], [-0.52, -1.92, -3.45], [-0.58, -5.39, -3.92], [-2.09, -7.00, -2.83], [-3.33, -6.37, -0.79], [-3.04, -4.12, 0.17], [-3.36, -0.29, 0.88], [-4.10, -0.43, 3.22], [-2.97, -2.01, 4.76], [-1.11, -3.40, 3.99], [0.63, -3.81, 2.41], [0.58, -3.21, 0.74], [-0.45, -4.54, 1.22], [-3.49, -1.96, -2.77], [-4.61, -0.16, -4.05], [-4.06, 2.21, -3.56], [-2.43, 2.79, -1.83], [-1.58, 1.42, 0.77], [-0.43, 1.96, -0.46], [1.04, -0.15, 2.23], [-0.10, 0.22, 3.41], [-0.87, 0.46, 4.23], [3.61, -1.24, -0.64], [2.84, -0.16, -1.30], [3.49, 0.68, -2.33], [1.65, 0.06, -1.00], [4.66, -0.96, -0.52], [3.59, -2.11, -1.31], [3.18, -1.53, 0.32], [4.37, 0.20, -2.75], [3.84, 1.59, -1.82], [2.79, 0.99, -3.10]],
  "nbo_charge": [0.6479, -0.6503, 0.0461, -0.1930, -0.1283, -0.2044, -0.1572, -0.4654, 1.3392, -0.5167, -0.1043, -0.2161, -0.0301, -0.2413, 0.1260, -0.6632, -0.4388, -0.1612, -0.1817, -0.1302, -0.1867, -0.0086, -0.5518, 0.2546, 0.2061, 0.2302, 0.2374, 0.2461, 0.2474, 0.2271, 0.2396, 0.2585, 0.2548, 0.2484, 0.2590, 0.2045, 0.2659, 0.2407, 0.2493, 0.2482, 0.2407, 0.2589, 0.2470, 0.1763, 0.0122, -0.2356, -0.7371, 0.7224, -0.7294, -0.6267, 0.2799, 0.2829, 0.2381, 0.2624, 0.2920, 0.2682]
}

{
  "formula": "C25H27As2CrO15S",
  "method": "the ωB97M-V functional and the def2-TZVPD basis",
  "spin_multiplicity": 5,
  "e_tot_ha": -8011.82139,
  "total_charge": -1,
  "species": ["Cr", "O", "C", "O", "C", "O", "C", "C", "O", "O", "H", "H", "H", "H", "H", "O", "C", "O", "C", "C", "C", "C", "C", "C", "S", "H", "H", "H", "H", "C", "O", "C", "O", "C", "C", "As", "C", "C", "C", "As", "C", "C", "O", "O", "C", "C", "O", "O", "C", "C", "O", "O", "C", "H", "H", "H", "H", "H", "H", "H", "H", "H", "H", "H", "H", "H", "H", "H", "H", "H", "H"],
  "positions_angstrom": [[-0.32, 2.15, 0.76], [1.33, 5.82, -0.42], [1.03, 4.57, -0.06], [0.13, 4.30, 0.71], [1.88, 3.52, -0.72], [1.76, 2.28, -0.05], [2.65, 2.10, 1.08], [1.97, 2.49, 2.39], [2.63, 2.97, 3.29], [0.71, 2.21, 2.41], [0.67, 6.40, 0.00], [1.48, 3.39, -1.73], [2.92, 3.84, -0.78], [2.87, 1.03, 1.10], [3.57, 2.66, 0.91], [-1.64, 3.51, -2.78], [-1.81, 2.92, -1.73], [-0.82, 2.43, -1.05], [-3.20, 2.66, -1.21], [-4.21, 2.69, -2.17], [-5.53, 2.43, -1.85], [-5.85, 2.16, -0.53], [-4.87, 2.15, 0.44], [-3.53, 2.40, 0.13], [-2.45, 2.40, 1.53], [-3.92, 2.92, -3.19], [-6.29, 2.44, -2.62], [-6.88, 1.95, -0.25], [-5.13, 1.93, 1.47], [-0.92, 0.54, 4.75], [-0.91, 0.09, 3.41], [-0.88, -1.25, 3.22], [-0.84, -2.04, 4.15], [-0.88, -1.62, 1.82], [-0.45, -2.94, 1.45], [1.38, -3.03, 2.00], [2.16, -4.74, 1.42], [1.93, -1.97, 0.39], [1.23, -0.98, -0.18], [-0.54, -0.34, 0.46], [-1.74, -0.73, -1.01], [1.82, -0.26, -1.34], [2.99, -0.23, -1.65], [0.86, 0.35, -2.05], [1.28, 1.12, -3.17], [3.28, -2.34, -0.11], [4.31, -2.14, 0.49], [3.22, -2.96, -1.30], [4.49, -3.28, -1.87], [-1.07, -3.65, 0.37], [-2.20, -3.47, -0.06], [-0.29, -4.66, -0.14], [-0.93, -5.46, -1.12], [-0.57, 1.57, 4.71], [-0.26, -0.07, 5.37], [-1.93, 0.49, 5.15], [1.62, -5.52, 1.94], [3.21, -4.75, 1.74], [2.08, -4.90, 0.35], [-1.44, -1.65, -1.49], [-1.72, 0.10, -1.70], [-2.74, -0.86, -0.58], [0.39, 1.63, -3.53], [1.70, 0.47, -3.94], [2.05, 1.84, -2.88], [4.28, -3.84, -2.77], [5.08, -3.88, -1.18], [5.03, -2.36, -2.10], [-0.26, -6.30, -1.30], [-1.07, -4.90, -2.05], [-1.90, -5.81, -0.78]],
  "lowdin_charge": [0.4878, 0.1666, -0.4343, 0.0775, -0.0769, -0.1996, -0.0361, -0.6060, 0.0722, -0.1437, 0.1483, 0.1335, 0.1532, 0.1405, 0.1378, 0.0475, -0.5657, -0.2031, -0.1478, -0.0330, -0.0947, -0.0957, -0.1348, -0.5505, 0.7252, 0.1122, 0.0934, 0.0976, 0.0919, -0.0565, -0.1461, -0.6045, 0.0336, -0.3605, -0.3623, 1.3299, -0.3156, -0.2497, -0.2310, 1.3398, -0.2160, -0.5160, 0.1168, -0.0839, -0.0255, -0.5819, 0.1043, -0.0447, -0.0443, -0.5459, 0.0472, -0.1091, -0.0738, 0.0850, 0.0899, 0.0930, 0.0213, 0.0159, 0.0102, 0.0343, 0.0170, 0.0475, 0.0955, 0.0998, 0.0823, 0.0894, 0.0915, 0.0960, 0.0854, 0.0901, 0.0885]
}

{
  "formula": "C25H27As2InN4O",
  "method": "the ωB97M-V functional and the def2-TZVPD basis",
  "e_tot_ha": -5924.31394,
  "total_charge": 2,
  "species": ["In", "C", "As", "C", "C", "C", "C", "C", "C", "C", "As", "C", "C", "H", "H", "H", "H", "H", "H", "H", "H", "H", "H", "H", "H", "H", "H", "H", "H", "O", "C", "C", "C", "C", "C", "C", "C", "N", "C", "C", "N", "H", "H", "H", "H", "H", "H", "H", "N", "C", "C", "C", "C", "N", "C", "C", "H", "H", "H", "H"],
  "positions_angstrom": [[0.03, -0.95, -0.12], [2.58, -0.99, 2.89], [2.35, -0.41, 1.06], [3.98, -0.89, 0.14], [2.36, 1.53, 1.06], [3.25, 2.15, 1.93], [3.39, 3.53, 1.93], [2.66, 4.31, 1.05], [1.76, 3.70, 0.18], [1.60, 2.31, 0.18], [0.25, 1.57, -1.01], [1.00, 1.57, -2.79], [-1.16, 2.88, -1.08], [1.78, -0.59, 3.50], [3.54, -0.65, 3.26], [2.56, -2.08, 2.91], [4.82, -0.37, 0.59], [3.90, -0.62, -0.91], [4.12, -1.97, 0.23], [3.85, 1.57, 2.62], [4.08, 4.00, 2.62], [2.77, 5.38, 1.04], [1.19, 4.32, -0.50], [1.31, 2.58, -3.06], [0.23, 1.23, -3.48], [1.85, 0.90, -2.84], [-0.85, 3.72, -1.70], [-1.40, 3.24, -0.08], [-2.04, 2.42, -1.53], [-1.80, -1.83, -0.15], [-2.54, -1.89, -1.26], [-3.93, -1.78, -1.11], [-4.77, -1.82, -2.19], [-4.26, -1.97, -3.48], [-2.90, -2.09, -3.65], [-2.02, -2.06, -2.56], [-0.60, -2.26, -2.80], [0.43, -2.02, -1.97], [1.60, -2.31, -2.65], [1.29, -2.74, -3.89], [-0.08, -2.70, -3.97], [-4.31, -1.67, -0.11], [-5.84, -1.73, -2.04], [-4.92, -1.99, -4.34], [-2.52, -2.19, -4.66], [2.57, -2.24, -2.18], [1.90, -3.10, -4.70], [-0.63, -3.01, -4.76], [-3.58, 0.31, 6.62], [-3.01, 0.15, 5.64], [-2.29, -0.05, 4.41], [-1.82, -1.32, 4.06], [-1.13, -1.46, 2.88], [-0.89, -0.43, 2.05], [-1.35, 0.78, 2.39], [-2.05, 1.02, 3.56], [-2.01, -2.17, 4.70], [-0.78, -2.43, 2.57], [-1.14, 1.59, 1.70], [-2.40, 2.01, 3.79]],
  "nbo_charge": [1.4102, -0.9226, 1.0140, -0.9253, -0.3550, -0.1939, -0.1601, -0.1775, -0.1407, -0.3690, 0.9744, -0.9210, -0.9164, 0.2584, 0.2577, 0.2629, 0.2625, 0.2478, 0.2590, 0.2253, 0.2485, 0.2481, 0.2183, 0.2582, 0.2579, 0.2485, 0.2558, 0.2526, 0.2676, -0.8491, 0.3626, -0.2564, -0.1423, -0.2514, -0.0993, -0.2596, 0.4358, -0.6387, -0.0986, -0.0424, -0.4873, 0.2312, 0.2364, 0.2382, 0.1947, 0.2247, 0.2551, 0.4467, -0.1727, 0.2144, -0.0641, -0.1791, 0.0604, -0.5163, 0.0618, -0.1932, 0.2638, 0.2195, 0.1982, 0.2609]
}